1.
# C17H48ClN18O14P

A 10-piece molecular cluster, C17H48ClN18O14P overall in a non-equilibrium geometry (ωB97M-V with the def2-TZVPD basis set, OMol25).

ORCA input file:
```
! RIJCOSX wB97M-V def2-TZVPD def2/J DEFGRID3
* xyz 0 1
C -1.084 -0.667 4.949
C -0.916 0.548 4.065
O -0.388 1.544 4.472
O -1.435 0.433 2.805
C -0.543 0.827 1.762
C -0.052 -0.353 0.868
P 0.007 -0.048 -0.977
C -1.686 0.350 -1.557
C 1.043 1.434 -1.330
O -0.910 -1.481 1.211
C -0.248 -2.273 2.132
O -0.588 -3.338 2.506
O 0.868 -1.575 2.544
C 1.262 -1.022 1.269
Cl 2.739 -0.111 1.249
H -1.623 -1.479 4.461
H -0.106 -1.020 5.271
H -1.645 -0.401 5.846
H -1.101 1.509 1.119
H 0.295 1.403 2.160
H -2.184 1.150 -1.009
H -2.309 -0.543 -1.605
H -1.560 0.703 -2.582
H 1.769 1.155 -2.092
H 1.612 1.813 -0.481
H 0.433 2.251 -1.716
H 1.350 -1.902 0.624
C 5.416 2.643 -0.253
O 4.461 2.962 -0.943
N 5.471 1.453 0.413
N 6.506 3.454 -0.093
H 6.239 1.167 0.990
H 4.683 0.842 0.310
H 6.494 4.336 -0.569
H 7.299 3.213 0.469
C -1.389 4.600 -1.993
O -1.641 3.400 -2.000
N -0.123 5.087 -1.790
N -2.350 5.542 -2.187
H 0.110 6.065 -1.799
H 0.614 4.422 -1.642
H -3.292 5.221 -2.362
H -2.167 6.528 -2.199
C -1.081 7.981 1.042
O -0.114 8.472 0.481
N -1.660 8.551 2.141
N -1.655 6.824 0.603
H -2.453 8.163 2.615
H -1.256 9.403 2.482
H -1.240 6.394 -0.193
H -2.450 6.392 1.032
C 4.120 -4.474 1.403
O 5.173 -3.973 1.033
N 3.378 -3.919 2.413
N 3.608 -5.609 0.854
H 2.516 -4.303 2.750
H 3.734 -3.080 2.834
H 4.125 -6.050 0.108
H 2.744 -6.018 1.151
C 5.299 -3.457 6.031
O 4.900 -2.351 5.710
N 5.715 -4.378 5.114
N 5.356 -3.863 7.338
H 6.042 -5.294 5.351
H 5.681 -4.104 4.148
H 5.055 -3.208 8.034
H 5.680 -4.767 7.625
C -1.249 -4.385 -1.287
O -0.196 -3.945 -1.714
N -1.942 -3.788 -0.279
N -1.815 -5.531 -1.792
H -2.801 -4.152 0.087
H -1.560 -2.938 0.122
H -1.327 -5.993 -2.534
H -2.678 -5.916 -1.460
C 4.928 -8.596 -1.710
O 4.850 -7.663 -0.929
N 6.079 -9.311 -1.874
N 3.873 -8.996 -2.480
H 6.169 -10.080 -2.510
H 6.871 -9.037 -1.323
H 3.016 -8.485 -2.383
H 3.917 -9.758 -3.129
C -4.738 3.959 -4.823
O -4.741 4.927 -4.077
N -3.589 3.276 -5.113
N -5.868 3.483 -5.417
H -3.556 2.478 -5.717
H -2.743 3.593 -4.676
H -6.738 3.955 -5.221
H -5.871 2.691 -6.029
C -9.464 3.614 -3.465
O -8.478 4.107 -3.982
N -10.092 4.193 -2.400
N -10.020 2.445 -3.906
H -10.903 3.809 -1.956
H -9.705 5.051 -2.053
H -9.582 1.994 -4.685
H -10.830 2.025 -3.492
*
```

Highest occupied orbital energy (hartree): -0.283
E (a.u.): -3517.4456
F_max (Eh/bohr): 0.03942
LUMO energy (eV): 0.58

---

2.
# C17H48InN4O3

C17H48InN4O3 as an isolated structure in a non-equilibrium geometry (ωB97M-V with the def2-TZVPD basis set, OMol25).

ORCA input file:
```
! RIJCOSX wB97M-V def2-TZVPD def2/J DEFGRID3
* xyz -1 1
N 3.120 -0.130 -1.209
C 1.664 -0.381 -1.107
C 0.876 0.832 -0.541
C -0.044 0.499 0.656
C -1.495 0.153 0.277
C -1.652 -1.051 -0.703
In -3.110 -0.622 -2.402
H 3.550 -0.666 -0.465
H 3.423 -0.596 -2.053
H 1.230 -0.644 -2.077
H 1.470 -1.221 -0.422
H 0.350 1.393 -1.321
H 1.641 1.531 -0.164
H -0.088 1.409 1.280
H 0.431 -0.263 1.289
H -2.051 1.008 -0.125
H -2.009 -0.125 1.213
H -2.056 -1.913 -0.152
H -0.715 -1.368 -1.177
H -2.330 -1.032 -3.991
H -4.588 -1.647 -2.308
H -3.479 1.148 -2.285
C 5.365 -3.609 1.226
C 5.875 -2.211 1.562
C 6.471 -2.093 2.975
O 5.513 -2.043 4.017
C 5.005 -3.302 4.422
N 4.792 -1.247 1.344
H 4.406 -3.825 1.698
H 5.217 -3.706 0.150
H 6.080 -4.374 1.535
H 6.679 -1.981 0.856
H 7.011 -1.145 3.035
H 7.205 -2.886 3.167
H 5.766 -4.086 4.361
H 4.133 -3.578 3.827
H 4.683 -3.210 5.459
H 5.158 -0.306 1.464
H 4.131 -1.351 2.110
C 3.260 3.631 1.916
C 3.059 4.553 0.718
C 4.114 5.667 0.611
O 3.939 6.741 1.522
C 4.439 6.502 2.824
N 1.697 5.094 0.759
H 2.939 4.085 2.854
H 2.676 2.718 1.789
H 4.310 3.343 2.017
H 3.151 3.936 -0.181
H 4.030 6.115 -0.382
H 5.132 5.263 0.688
H 5.343 5.887 2.806
H 3.679 6.032 3.451
H 4.684 7.468 3.267
H 1.525 5.621 -0.092
H 1.671 5.798 1.492
C -10.125 -1.617 -2.902
C -9.135 -1.998 -3.999
C -8.346 -3.283 -3.700
O -7.310 -3.122 -2.758
C -7.719 -3.152 -1.406
N -8.247 -0.860 -4.252
H -9.633 -1.171 -2.038
H -10.837 -0.881 -3.278
H -10.692 -2.488 -2.563
H -9.716 -2.183 -4.909
H -7.851 -3.595 -4.624
H -9.012 -4.107 -3.407
H -8.550 -3.848 -1.246
H -7.991 -2.153 -1.061
H -6.866 -3.483 -0.813
H -7.657 -1.074 -5.051
H -7.589 -0.804 -3.477
*
```

Highest occupied orbital energy (hartree): -0.146
E (a.u.): -1311.2404
F_max (Eh/bohr): 0.02415
LUMO energy (eV): 2.17

---

3.
# C17H48N6O6P

A 6-piece molecular cluster, C17H48N6O6P overall in a non-equilibrium geometry (ωB97M-V with the def2-TZVPD basis set, OMol25).

ORCA input file:
```
! RIJCOSX wB97M-V def2-TZVPD def2/J DEFGRID3
* xyz 1 1
N 3.225 8.669 4.965
N 3.059 7.434 4.333
C 1.854 6.844 4.326
N 0.756 7.385 4.966
C -0.196 6.475 4.740
N 0.215 5.459 3.991
N 1.519 5.690 3.730
P 4.468 6.655 3.527
N 4.689 5.115 4.283
O 4.041 6.374 1.929
H 2.512 9.298 4.592
H 3.080 8.600 5.971
H -1.235 6.457 5.080
H -0.257 4.632 3.621
H 2.082 5.057 3.172
H 3.805 4.621 4.410
H 5.112 5.251 5.201
H 3.760 7.255 1.617
C -0.278 2.581 0.080
C -0.063 1.890 1.419
C -0.288 0.395 1.313
O -0.965 2.435 2.394
H -1.300 2.435 -0.272
H -0.124 3.659 0.174
H 0.408 2.196 -0.676
H 0.952 2.087 1.773
H -1.315 0.179 1.006
H -0.140 -0.083 2.283
H 0.394 -0.059 0.592
H -1.868 2.263 2.092
C -3.705 0.231 -1.552
C -4.499 0.636 -0.321
C -5.625 1.592 -0.677
O -3.625 1.257 0.630
H -3.245 1.107 -2.021
H -2.894 -0.447 -1.280
H -4.341 -0.263 -2.288
H -4.911 -0.254 0.158
H -5.228 2.512 -1.117
H -6.180 1.881 0.217
H -6.319 1.138 -1.386
H -3.256 2.046 0.217
C -0.270 -4.545 2.373
C -1.364 -4.055 1.437
C -2.358 -3.162 2.162
O -2.052 -5.176 0.881
H -0.695 -5.137 3.189
H 0.428 -5.193 1.840
H 0.287 -3.710 2.802
H -0.917 -3.507 0.605
H -2.854 -3.704 2.972
H -3.141 -2.827 1.479
H -1.863 -2.284 2.583
H -2.451 -5.669 1.607
C -0.296 -6.779 -3.535
C -0.952 -5.406 -3.525
C -0.097 -4.391 -2.784
O -2.232 -5.495 -2.905
H -0.166 -7.153 -2.515
H -0.925 -7.499 -4.061
H 0.681 -6.747 -4.021
H -1.114 -5.070 -4.551
H 0.040 -4.687 -1.739
H -0.583 -3.413 -2.775
H 0.886 -4.288 -3.247
H -2.100 -5.791 -1.995
C 2.299 -3.363 -5.807
C 3.085 -2.315 -5.035
C 4.531 -2.252 -5.503
O 3.048 -2.622 -3.641
H 2.725 -4.359 -5.656
H 1.266 -3.403 -5.454
H 2.293 -3.146 -6.876
H 2.616 -1.337 -5.162
H 5.032 -3.211 -5.342
H 5.085 -1.504 -4.934
H 4.593 -2.001 -6.564
H 3.460 -3.484 -3.517
*
```

Highest occupied orbital energy (hartree): -0.406
E (a.u.): -1797.5961
F_max (Eh/bohr): 0.07150
LUMO energy (eV): -3.12

---

4.
# C17H48O11

A 7-piece molecular cluster, C17H48O11 overall in a non-equilibrium geometry (ωB97M-V with the def2-TZVPD basis set, OMol25).

ORCA input file:
```
! RIJCOSX wB97M-V def2-TZVPD def2/J DEFGRID3
* xyz -1 2
C -25.070 3.931 -14.351
C -24.784 4.438 -15.770
C -26.086 4.089 -16.712
O -24.334 5.802 -15.842
H -24.478 4.424 -13.581
H -25.300 2.877 -14.199
H -26.063 4.334 -14.153
H -23.864 4.067 -16.222
H -27.047 4.176 -16.204
H -25.943 3.067 -17.062
H -25.980 4.710 -17.601
H -23.484 5.810 -15.396
C -27.505 -3.821 -13.105
C -28.913 -3.529 -13.730
C -30.079 -4.105 -12.853
O -29.037 -2.144 -13.641
H -26.849 -3.049 -13.507
H -27.252 -4.875 -13.216
H -27.402 -3.672 -12.030
H -28.959 -3.695 -14.807
H -31.058 -3.946 -13.304
H -30.095 -3.620 -11.877
H -30.051 -5.181 -12.679
H -29.350 -1.815 -12.795
C -28.431 -2.024 -19.427
C -27.932 -3.375 -18.894
C -26.493 -3.450 -18.423
O -28.694 -3.707 -17.766
H -27.644 -1.637 -20.075
H -28.745 -1.264 -18.711
H -29.357 -2.128 -19.993
H -27.973 -4.123 -19.686
H -25.779 -3.135 -19.184
H -26.266 -4.404 -17.947
H -26.426 -2.773 -17.571
H -28.601 -2.966 -17.162
C -25.697 0.930 -20.022
C -25.512 0.700 -21.535
O -24.135 0.634 -21.915
O -25.268 -0.118 -19.219
H -26.739 1.229 -19.907
H -25.081 1.795 -19.777
H -26.008 1.328 -22.275
H -25.989 -0.241 -21.808
H -23.951 1.340 -22.539
H -24.564 -0.491 -19.755
C -21.491 0.921 -11.886
C -22.721 1.554 -12.769
O -22.976 0.727 -13.865
O -21.269 1.827 -10.852
H -20.693 0.904 -12.629
H -21.622 -0.126 -11.613
H -22.533 2.568 -13.124
H -23.632 1.657 -12.180
H -23.918 0.584 -13.976
H -20.779 2.578 -11.196
C -31.520 -2.122 -16.588
C -32.234 -3.084 -17.573
O -31.495 -4.305 -17.753
O -31.865 -2.199 -15.157
H -31.540 -1.060 -16.833
H -30.438 -2.247 -16.638
H -32.318 -2.546 -18.517
H -33.179 -3.376 -17.115
H -30.577 -4.036 -17.835
H -31.022 -2.099 -14.709
C -25.776 -0.307 -15.657
C -27.140 -0.268 -16.154
O -27.951 -1.411 -16.002
O -25.827 0.180 -14.313
H -25.007 0.337 -16.082
H -25.336 -1.302 -15.593
H -27.107 -0.055 -17.223
H -27.610 0.674 -15.871
H -28.042 -1.500 -15.050
H -26.138 -0.458 -13.666
*
```

Highest occupied orbital energy (spin up / spin down) (hartree): 0.016 / -0.267
E (a.u.): -1503.9484
F_max (Eh/bohr): 0.07838
<S²>: 0.75
LUMO energy (spin up / spin down) (eV): 2.00 / 1.92

---

5.
# C17H48O13S3

A 7-piece molecular cluster, C17H48O13S3 overall in a non-equilibrium geometry (ωB97M-V with the def2-TZVPD basis set, OMol25).

ORCA input file:
```
! RIJCOSX wB97M-V def2-TZVPD def2/J DEFGRID3
* xyz 0 1
C -1.946 -0.224 -0.896
C -1.299 0.760 0.058
O -1.239 2.112 -0.406
H -2.308 -1.092 -0.265
H -1.265 -0.645 -1.643
H -2.783 0.099 -1.415
H -0.309 0.389 0.361
H -1.677 0.724 1.102
H -1.687 2.094 -1.307
C 0.593 5.657 2.608
C -0.367 5.015 1.628
O -0.328 3.588 1.741
H 0.821 6.750 2.479
H 1.503 5.050 2.550
H 0.249 5.546 3.675
H -0.222 5.310 0.581
H -1.313 5.440 1.851
H -0.689 3.308 0.898
C -3.775 4.634 -2.138
C -3.631 3.611 -3.278
O -2.362 2.981 -3.041
H -2.855 5.210 -2.186
H -3.685 4.024 -1.199
H -4.746 5.139 -2.205
H -3.646 4.061 -4.238
H -4.498 2.928 -3.183
H -2.168 2.317 -3.725
C -5.223 -1.319 1.681
C -4.311 -0.217 2.201
O -3.569 -0.646 3.315
H -5.948 -0.833 0.982
H -5.704 -1.762 2.553
H -4.678 -2.074 1.076
H -4.897 0.593 2.655
H -3.686 0.202 1.422
H -3.188 -1.511 3.229
O 0.908 -4.181 0.548
S 1.401 -5.164 1.429
O 1.644 -4.864 2.799
O 0.440 -6.403 1.433
C -0.109 -6.804 0.130
C -1.474 -6.267 -0.109
C 3.022 -5.793 0.912
H -0.108 -7.870 0.207
H 0.578 -6.555 -0.720
H -1.733 -6.548 -1.125
H -1.589 -5.159 -0.003
H -2.228 -6.675 0.555
H 3.061 -5.893 -0.159
H 3.109 -6.689 1.526
H 3.766 -5.052 1.246
O 0.630 1.300 -5.351
S 0.687 1.572 -3.970
O -0.175 0.869 -3.041
O 2.187 1.184 -3.581
C 2.547 0.709 -2.288
C 2.465 1.789 -1.297
C 0.700 3.305 -3.741
H 3.591 0.315 -2.355
H 1.872 -0.082 -2.024
H 2.620 1.179 -0.382
H 1.455 2.297 -1.177
H 3.297 2.452 -1.440
H -0.148 3.691 -4.265
H 1.543 3.713 -4.254
H 0.633 3.489 -2.679
O 4.583 -2.654 0.641
S 4.761 -1.235 0.810
O 5.132 -0.409 -0.308
O 3.467 -0.657 1.556
C 2.132 -1.332 1.448
C 1.202 -0.564 2.356
C 5.882 -0.979 2.146
H 2.335 -2.298 1.772
H 1.739 -1.243 0.398
H 0.173 -0.946 2.242
H 1.155 0.461 2.008
H 1.499 -0.477 3.431
H 5.828 0.152 2.333
H 6.884 -1.308 1.908
H 5.473 -1.590 2.912
*
```

Highest occupied orbital energy (hartree): -0.352
E (a.u.): -2849.0675
F_max (Eh/bohr): 0.06062
LUMO energy (eV): 0.52

---

6.
# C17H48O7

C17H48O7 as an isolated structure in a non-equilibrium geometry (ωB97M-V with the def2-TZVPD basis set, OMol25).

ORCA input file:
```
! RIJCOSX wB97M-V def2-TZVPD def2/J DEFGRID3
* xyz 0 1
C 0.786 0.051 -0.991
C 0.682 -0.316 0.465
C -0.467 -1.152 0.952
O 1.864 -0.987 0.758
H 1.608 0.751 -1.142
H -0.156 0.493 -1.315
H 0.900 -0.822 -1.632
H 0.738 0.625 1.012
H -0.443 -2.203 0.664
H -1.406 -0.743 0.580
H -0.553 -1.170 2.038
H 2.573 -0.504 0.328
C -1.594 3.147 -1.138
C -0.464 3.341 -0.097
C 0.941 3.172 -0.673
O -0.630 4.649 0.383
H -2.599 3.433 -0.828
H -1.603 2.081 -1.364
H -1.352 3.697 -2.048
H -0.654 2.636 0.712
H 1.080 2.132 -0.968
H 1.655 3.393 0.121
H 1.293 3.821 -1.474
H -0.414 4.658 1.318
C -2.831 -2.125 1.564
C -2.581 -2.553 2.966
C -1.090 -2.517 3.320
O -3.257 -1.563 3.732
H -3.906 -2.161 1.386
H -2.274 -2.755 0.871
H -2.403 -1.124 1.505
H -3.053 -3.535 2.990
H -0.631 -1.540 3.169
H -0.553 -3.218 2.681
H -0.820 -2.835 4.327
H -2.789 -0.757 3.503
C -2.946 -0.523 -0.356
C -2.765 0.610 -1.401
C -2.597 0.098 -2.756
O -3.843 1.540 -1.268
H -3.747 -1.166 -0.723
H -3.257 -0.184 0.632
H -2.026 -1.098 -0.252
H -1.871 1.150 -1.090
H -3.565 -0.174 -3.178
H -1.957 -0.781 -2.832
H -2.231 0.810 -3.496
H -3.580 2.322 -1.759
C 2.603 1.971 1.365
C 3.411 1.486 0.177
C 4.907 1.080 0.566
O 2.823 0.339 -0.416
H 2.731 1.420 2.296
H 1.541 2.012 1.123
H 2.965 2.977 1.575
H 3.463 2.267 -0.582
H 5.039 0.134 1.090
H 5.329 1.916 1.124
H 5.439 0.950 -0.376
H 3.297 0.241 -1.245
C 1.128 -3.626 1.090
O 2.304 -2.869 1.082
H 0.504 -3.187 1.868
H 0.589 -3.597 0.143
H 1.294 -4.669 1.361
H 2.106 -1.958 0.852
C 1.118 -0.861 -3.492
O 1.436 -2.200 -3.837
H 1.005 -0.295 -4.416
H 0.238 -0.824 -2.850
H 1.962 -0.482 -2.915
H 1.555 -2.330 -4.780
*
```

Highest occupied orbital energy (hartree): -0.288
E (a.u.): -1202.5597
F_max (Eh/bohr): 0.20443
Energy above the lowest of the compared OMol25 structures with the same formula, charge and spin (kcal/mol): 366.40
LUMO energy (eV): 0.05